The following is a DFT calculation (ωB97M-V/def2-TZVPD) of a molecular structure, C24H27FeN2S.

Values from the calculation:
HOMO (spin up / spin down) = -0.11 / -2.36 eV
<S²> = 6.0675
Total charge = -1
Kohn-Sham gap (spin up / spin down) = 2.7 / 3.3 eV
E_tot = -2701.78488 a.u.
2S+1 = 5

Geometry (Å):
N  0.262  0.907  0.673
H  -4.583  -1.137  1.381
Fe  1.452  -2.226  -1.907
H  -3.366  3.520  -1.049
H  2.291  -1.011  -4.314
H  -1.893  4.081  -1.905
H  2.128  2.020  3.261
C  -3.540  -1.382  1.563
H  4.213  -1.958  -1.249
C  -0.387  2.068  0.385
C  1.658  -1.734  -3.810
H  2.890  -3.637  -3.866
C  1.121  -2.670  -0.035
S  -1.592  2.001  -0.842
H  0.100  4.772  -0.397
C  2.443  -3.114  -0.423
H  -0.264  -0.578  -3.475
C  1.239  1.988  2.628
C  0.301  -1.497  -3.348
C  -2.553  -0.792  0.765
C  -0.223  -2.749  -2.832
C  -0.476  4.517  0.513
H  2.311  0.880  1.167
C  0.810  -3.758  -2.972
H  0.361  -3.276  0.448
C  -1.199  -1.043  0.985
C  -2.283  3.664  -0.971
C  1.024  -1.239  -0.261
H  0.363  1.869  3.269
C  -0.838  -1.893  2.044
H  -0.223  5.237  1.297
H  -2.836  -0.101  -0.038
H  -1.245  -2.922  -2.496
N  -0.060  3.205  1.013
H  -1.522  -3.286  3.544
C  -1.955  4.566  0.198
H  -2.553  4.270  1.065
C  1.972  -3.131  -3.576
H  -0.647  -0.103  -0.883
C  3.171  -1.968  -0.929
C  2.301  -0.810  -0.832
C  -3.179  -2.251  2.602
H  -2.212  5.601  -0.058
C  1.333  0.844  1.668
H  -3.945  -2.690  3.244
H  2.585  0.226  -1.030
C  1.146  3.250  1.825
H  2.835  -4.116  -0.259
H  1.242  -0.115  2.176
C  -0.157  -0.353  0.073
H  2.026  3.352  1.170
H  1.064  4.142  2.457
H  0.213  -2.073  2.287
C  -1.827  -2.551  2.795
H  0.701  -4.814  -2.738

---

The following is a DFT calculation (ωB97M-V/def2-TZVPD) of 7 unconnected molecules or ions with the total composition C16H50N4O7.

Values from the calculation:
HOMO = -9.00 eV
Structure (SMILES) = COC[C@H](C)N.COC[C@H](C)N.COC[C@H](C)N.COC[C@H](C)N.O.O.O
Energy relative to the best compared isomer or geometry (same formula, charge and spin) = 56.0 kcal per mole
Kohn-Sham gap = 9.5 eV
E_tot = -1385.15126 a.u.

Geometry (Å):
H  4.583  -18.306  -6.017
O  6.099  -21.416  -3.053
N  -0.214  -18.462  -4.476
H  -0.890  -23.120  -5.447
H  4.491  -17.669  -4.531
H  5.006  -24.037  -6.757
H  2.501  -25.187  -8.574
C  4.678  -23.864  -5.732
O  -3.030  -18.852  -4.705
H  4.861  -16.476  -5.800
C  0.574  -24.329  -8.606
C  2.096  -24.205  -8.326
C  0.047  -16.140  -4.934
C  0.773  -24.833  -12.281
H  -1.308  -21.163  -3.211
H  2.544  -23.473  -8.998
H  4.105  -21.945  -3.565
H  7.072  -22.458  -4.381
N  0.004  -25.505  -7.929
N  0.673  -21.753  -4.078
H  -2.084  -18.841  -4.560
H  5.228  -23.262  -3.040
H  -0.841  -21.664  0.401
H  -0.005  -19.420  -4.717
H  1.236  -21.613  -3.252
H  -3.340  -18.027  -4.332
H  -2.107  -22.421  -0.586
H  2.453  -24.008  -7.315
H  5.072  -19.543  -3.242
H  0.059  -23.462  -8.190
C  -1.420  -22.305  -4.954
O  1.003  -25.049  -10.912
O  2.385  -21.685  -1.002
H  2.174  -20.326  -6.575
H  0.102  -18.378  -3.520
H  -0.289  -23.980  -3.048
C  4.280  -17.366  -5.557
H  6.783  -19.431  -3.014
H  0.018  -15.997  -3.854
N  6.821  -22.972  -5.213
C  -0.694  -21.957  -3.636
C  -0.764  -23.093  -2.628
H  0.623  -15.363  -5.437
O  -0.187  -22.679  -1.395
H  2.545  -17.500  -3.790
H  1.411  -25.532  -12.822
C  5.112  -22.357  -3.636
H  1.398  -21.378  -5.811
H  -1.307  -20.891  -1.049
H  -1.800  -23.391  -2.465
H  -0.861  -24.428  -10.328
H  5.109  -24.756  -5.277
H  6.145  -20.070  -4.571
H  1.041  -23.803  -12.515
C  2.137  -17.807  -4.754
H  -0.901  -25.573  -8.372
H  7.346  -22.679  -6.024
C  0.176  -24.180  -10.102
H  1.459  -21.927  -1.012
O  2.037  -21.272  -6.515
H  5.169  -21.726  -5.756
H  0.506  -23.178  -10.377
H  0.565  -26.287  -8.236
C  -1.160  -21.882  -0.618
C  0.670  -17.575  -5.142
C  5.436  -22.620  -5.191
C  6.011  -20.037  -3.490
H  -0.910  -16.317  -5.424
H  3.602  -23.914  -5.567
H  0.550  -17.776  -6.206
H  -0.243  -25.029  -12.626
O  2.873  -17.228  -5.819
H  -1.378  -21.559  -5.747
H  -2.407  -22.741  -4.801
H  1.156  -22.532  -4.502
H  2.373  -18.851  -4.552
H  2.738  -22.118  -0.224

---

The following is a DFT calculation (ωB97M-V/def2-TZVPD) of a molecular structure, C18H9Cl5N3O2Sr.

Values from the calculation:
HOMO (spin up / spin down) = -10.94 / -10.95 eV
Energy relative to the best compared isomer or geometry (same formula, charge and spin) = 121.0 kcal per mole
Total charge = +1
Kohn-Sham gap (spin up / spin down) = 2.5 / 2.5 eV
E_tot = -3337.30280 a.u.

Geometry (Å):
C  -7.681  0.129  -11.383
C  -20.209  5.529  -17.914
H  -11.649  2.076  -14.469
C  -14.352  3.074  -11.968
Sr  -17.118  4.554  -13.665
C  -18.759  5.177  -15.561
C  -19.942  5.815  -15.578
C  -7.161  -0.139  -10.164
C  -8.967  0.751  -8.827
C  -12.149  2.189  -12.306
Cl  -16.693  3.990  -16.780
H  -6.138  -0.510  -9.980
C  -9.618  0.990  -10.137
C  -10.928  1.717  -11.622
Cl  -22.176  6.862  -16.635
C  -13.215  2.549  -11.497
H  -7.053  -0.029  -8.149
C  -7.740  0.200  -8.961
H  -7.520  -0.302  -12.325
N  -14.632  3.296  -13.312
C  -18.333  4.708  -16.752
Cl  -21.060  5.832  -19.395
Cl  -20.505  6.460  -14.021
C  -18.983  4.860  -17.945
H  -9.818  0.922  -13.170
Cl  -18.289  4.325  -19.420
C  -12.370  2.423  -13.675
N  -9.730  1.439  -12.324
C  -20.684  5.991  -16.720
C  -8.949  0.784  -11.349
C  -13.587  2.919  -14.157
H  -15.071  3.272  -11.207
H  -9.418  1.372  -8.013
O  -17.721  5.398  -11.719
O  -16.797  4.908  -11.170
N  -10.886  1.544  -10.304
H  -13.704  2.861  -15.285
H  -13.163  2.447  -10.427

---

The following is a DFT calculation (ωB97M-V/def2-TZVPD) of a molecular structure, C38H38BCl7N7O2Ru.

Values from the calculation:
HOMO (spin up / spin down) = -10.79 / -10.78 eV
<S²> = 6.0518
Energy relative to the best compared isomer or geometry (same formula, charge and spin) = 11.1 kcal per mole
Total charge = +1
Kohn-Sham gap (spin up / spin down) = 8.2 / 4.4 eV
E_tot = -5345.54397 a.u.
2S+1 = 5

Geometry (Å):
C  7.005  -3.199  -0.767
C  4.377  -3.226  -2.593
H  -0.500  3.807  -1.245
C  5.125  -1.630  1.832
N  5.248  -2.227  -2.234
H  4.156  0.774  1.110
H  3.992  -2.098  0.060
Cl  -1.782  -5.001  -2.084
H  -5.316  -1.092  -1.372
C  4.796  -4.559  -2.721
H  -5.113  0.297  0.470
H  -3.829  2.220  -0.188
C  8.650  -1.083  -1.525
O  1.390  -1.986  -0.869
C  2.676  -1.464  1.596
C  1.024  2.696  2.892
H  -2.711  1.238  -1.140
B  -0.089  0.351  2.998
N  0.521  1.723  1.007
H  2.089  4.393  1.991
H  0.771  4.453  -2.287
Cl  -0.896  1.090  -2.875
C  8.318  -3.131  -0.324
C  1.150  -1.921  3.129
N  -1.497  0.035  2.491
H  10.169  -2.058  -0.374
N  0.823  -0.787  2.483
C  1.507  3.178  -0.725
H  4.999  -1.297  -2.565
H  1.116  -3.666  -3.402
H  3.200  3.821  -1.898
H  -4.655  -0.612  2.715
H  0.537  -2.304  3.919
C  1.538  3.482  1.879
H  -4.294  -2.050  -0.303
C  -4.341  -1.138  -0.893
H  5.068  0.137  -0.262
C  2.148  -3.911  -3.194
C  -1.579  -3.315  -2.312
C  7.355  -1.161  -1.991
C  -3.192  -0.107  1.140
O  1.420  0.090  -1.542
C  3.041  -2.887  -2.914
C  1.739  -1.126  -1.677
H  1.067  2.835  3.954
H  1.852  -1.354  -3.773
H  -4.387  1.449  -1.678
C  6.504  -2.251  -1.685
H  -3.586  -1.191  -1.670
C  0.511  4.207  -1.261
Ru  -0.115  0.031  -0.031
C  -3.744  1.332  -0.810
H  -2.434  -0.437  4.302
H  4.227  -6.577  -3.094
C  -1.661  -2.767  -3.601
C  1.201  2.824  0.692
H  2.857  -3.281  2.877
H  1.842  -6.011  -3.439
C  -1.202  -0.596  -2.699
C  3.973  -1.351  0.862
C  -4.144  0.098  -0.005
H  3.307  0.323  -0.355
C  9.146  -2.094  -0.715
H  0.539  5.116  -0.665
H  6.076  -1.516  1.315
C  2.543  -1.476  -2.934
H  1.408  2.265  -1.320
H  5.092  -0.921  2.657
C  3.893  -5.554  -3.015
Cl  6.756  0.109  -3.003
Cl  5.987  -4.411  -0.066
H  -0.074  0.438  4.174
Cl  -1.891  -3.789  -4.953
Cl  -1.115  -3.057  0.365
N  0.414  1.638  2.339
H  5.843  -4.790  -2.634
C  -3.649  -0.388  2.431
H  9.274  -0.249  -1.801
C  -2.545  -0.288  3.248
H  8.687  -3.891  0.348
C  -1.080  -1.112  -1.413
N  1.741  -0.524  1.537
H  3.033  4.664  -0.360
N  -1.863  0.118  1.194
C  2.937  3.699  -0.851
C  2.325  -2.396  2.595
Cl  -1.646  -0.701  -5.366
C  -1.298  -2.477  -1.238
C  2.556  -5.235  -3.220
C  4.136  0.058  0.292
H  5.073  -2.636  2.238
H  3.320  -0.721  -3.053
H  3.642  3.007  -0.397
C  -1.506  -1.390  -3.798

---

The following is a DFT calculation (ωB97M-V/def2-TZVPD) of a molecular structure, C20H24BCoF4N5O5PS3Te.

Values from the calculation:
HOMO (spin up / spin down) = -7.76 / -7.76 eV
<S²> = 6.0087
Kohn-Sham gap (spin up / spin down) = 7.8 / 5.2 eV
E_tot = -5037.95579 a.u.
2S+1 = 5

Geometry (Å):
N  0.566  4.591  0.316
C  -4.784  -2.912  -0.234
N  -3.748  1.291  -2.288
H  1.193  -3.181  2.367
N  -3.637  -5.027  -0.495
H  2.919  -3.403  2.696
C  -3.648  -3.641  -0.594
H  3.944  1.038  2.350
C  -2.495  -1.571  -1.051
H  -2.964  -5.497  -1.078
F  3.040  3.313  -1.080
F  2.631  3.660  -3.317
C  2.466  -2.915  0.659
C  -0.423  0.222  2.038
C  -3.634  -0.859  -0.692
O  2.657  0.003  0.314
H  2.258  -1.771  2.466
H  0.431  1.545  -3.932
H  -1.609  -3.504  -1.268
H  -0.782  -0.269  1.145
C  0.435  1.495  4.397
H  -5.652  -0.961  -0.001
C  4.561  0.436  1.682
O  1.464  -2.171  -0.073
H  4.600  -0.132  -0.410
H  -0.029  -0.353  5.364
B  2.390  2.877  -2.224
H  3.988  1.506  -0.111
H  5.576  0.834  1.697
H  0.631  4.363  -0.665
C  4.022  0.491  0.274
C  -2.702  1.339  -3.112
C  0.439  2.155  3.177
O  -2.359  1.311  -0.161
C  -0.006  0.184  4.425
C  -4.777  -1.531  -0.284
H  4.586  -0.587  2.058
H  2.398  -3.942  0.303
N  -1.399  1.447  -2.852
C  -0.440  -0.437  3.255
C  0.034  1.536  1.993
H  -5.674  -3.437  0.092
C  -0.642  1.461  -4.014
H  -4.541  -5.470  -0.517
S  -3.653  0.901  -0.772
Te  3.063  -1.385  -2.717
H  3.461  -2.536  0.412
C  -2.502  -2.951  -0.999
O  -4.808  1.362  -0.068
H  -1.594  -1.057  -1.360
O  0.508  -0.096  -1.011
C  2.192  -2.809  2.140
H  1.042  5.424  0.614
N  0.106  2.351  0.855
H  -0.951  1.403  -6.165
H  -0.807  -1.454  3.294
H  0.754  1.997  5.301
F  0.941  2.919  -1.946
Co  -0.561  1.630  -1.013
P  1.803  -0.774  -0.744
S  0.890  3.805  2.852
C  0.496  3.558  1.172
F  2.701  1.525  -2.479
C  -1.335  1.386  -5.160
S  -3.027  1.276  -4.820

---

The following is a DFT calculation (ωB97M-V/def2-TZVPD) of 2 unconnected molecules or ions with the total composition C7H11FN4O4P.

Values from the calculation:
HOMO = -2.08 eV
Total charge = -1
Kohn-Sham gap = 2.5 eV
E_tot = -1234.19949 a.u.

Geometry (Å):
C  -0.629  -1.474  -0.197
O  -1.815  5.394  -0.621
C  1.772  -2.142  -0.916
H  -0.243  0.304  -2.037
C  -0.450  4.397  1.178
O  0.001  3.252  1.462
C  0.447  -2.477  -0.366
O  4.116  -0.749  0.342
N  -2.158  -3.103  0.725
C  -1.836  -1.914  0.323
H  -2.131  3.471  -0.021
H  0.280  5.197  0.945
N  0.790  0.848  0.135
N  4.008  -1.739  -0.255
H  1.964  -2.787  -1.779
H  -1.232  -4.924  0.884
F  0.955  -4.690  -0.032
H  -0.659  3.748  -0.974
H  -1.169  4.860  1.882
O  2.783  -2.433  0.074
C  -1.387  4.251  -0.299
H  -1.631  0.854  -0.279
C  0.108  -3.669  0.043
P  -0.431  0.198  -0.630
H  1.826  -1.121  -1.272
H  -2.624  -1.181  0.412
N  -1.081  -3.988  0.569
H  0.425  1.615  0.703

---

The following is a DFT calculation (ωB97M-V/def2-TZVPD) of a molecular structure, C24H20CoN4O2S6.

Values from the calculation:
HOMO (spin up / spin down) = -7.28 / -7.27 eV
<S²> = 0.8643
Energy relative to the best compared isomer or geometry (same formula, charge and spin) = 1.7 kcal per mole
Kohn-Sham gap (spin up / spin down) = 6.9 / 6.8 eV
E_tot = -5068.03513 a.u.
2S+1 = 2

Geometry (Å):
Co  0.008  0.408  -1.140
S  -3.867  -1.639  -2.394
C  3.673  2.082  0.085
C  -4.209  1.840  1.581
C  2.703  -2.001  0.125
H  -3.845  2.693  2.153
C  3.492  -3.093  -0.217
C  -1.954  -1.099  2.171
C  -0.543  3.356  -1.589
C  2.401  1.766  -0.317
O  1.431  -1.201  -2.000
H  -2.584  -3.833  0.272
C  2.222  -2.980  2.253
S  2.499  -0.736  -1.097
H  3.586  5.477  -0.250
H  -3.203  -2.843  2.447
S  -6.150  -3.120  -1.174
N  1.817  0.504  -0.363
C  3.635  -4.134  0.685
C  2.074  -1.932  1.356
S  -3.299  1.865  0.027
H  1.732  -2.932  3.217
H  -0.961  5.441  -1.898
H  -1.495  3.009  -1.966
H  3.992  -3.118  -1.177
H  -3.998  0.931  2.142
C  -3.783  0.337  -0.684
H  1.488  -1.061  1.613
H  -5.282  1.951  1.434
O  3.786  -0.500  -1.683
N  -0.802  -0.987  0.070
C  1.944  4.147  -0.706
C  -2.178  -2.882  0.589
H  -0.219  -2.271  -2.009
H  4.357  1.300  0.386
N  -0.862  -2.765  -1.409
C  -3.153  -0.174  -1.760
C  -2.511  -2.328  1.793
H  1.290  6.165  -1.115
H  4.249  -4.987  0.427
C  1.010  5.118  -1.130
N  0.294  2.424  -1.187
C  -1.275  -2.202  -0.260
H  -2.166  -0.640  3.125
C  -0.224  4.726  -1.561
H  3.109  -4.896  2.621
H  5.104  3.652  0.415
H  -0.691  0.492  1.493
C  2.996  -4.081  1.918
C  3.259  4.445  -0.274
C  4.094  3.429  0.096
S  -1.762  0.497  -2.589
C  -5.115  -1.844  -1.226
C  -1.127  -0.477  1.273
C  1.531  2.806  -0.738
S  -5.165  -0.543  -0.084
H  -1.355  -3.560  -1.769

---

The following is a DFT calculation (ωB97M-V/def2-TZVPD) of a single C4H9O2 molecule.

Values from the calculation:
HOMO (spin up / spin down) = -9.80 / -9.77 eV
<S²> = 0.7544
Energy relative to the best compared isomer or geometry (same formula, charge and spin) = 22.3 kcal per mole
Kohn-Sham gap (spin up / spin down) = 10.7 / 7.5 eV
E_tot = -308.17771 a.u.
2S+1 = 2

Geometry (Å):
H  -0.085  -1.468  -0.216
H  2.143  -1.503  -0.730
C  0.412  -0.642  0.270
H  -2.382  1.182  0.964
H  2.473  -0.132  0.355
H  0.478  -0.877  1.313
O  -0.712  0.985  -1.372
H  -1.544  -0.231  1.654
C  -0.510  0.619  -0.014
H  0.254  0.805  -1.663
O  1.894  0.357  -1.494
C  1.785  -0.515  -0.456
C  -1.829  0.287  0.761
H  0.102  1.479  0.455
H  -2.480  -0.344  0.172

---

The following is a DFT calculation (ωB97M-V/def2-TZVPD) of a molecular structure, C9H9O6Y.

Values from the calculation:
HOMO (spin up / spin down) = -15.87 / -15.87 eV
Energy relative to the best compared isomer or geometry (same formula, charge and spin) = 0.0 kcal per mole
Total charge = +2
Kohn-Sham gap (spin up / spin down) = 6.4 / 6.4 eV
E_tot = -837.43607 a.u.

Geometry (Å):
O  2.995  -2.279  0.370
O  -0.240  0.086  0.595
C  -0.560  0.674  2.895
C  -0.629  1.506  0.601
C  2.093  -1.927  -0.261
Y  0.059  -1.087  -1.287
C  1.702  0.730  -1.701
C  -0.259  -0.482  1.961
H  -1.742  -0.116  -2.733
H  -1.404  2.598  2.332
H  0.683  -1.017  2.150
H  -1.669  1.530  0.232
O  -1.706  -4.285  -1.393
H  -1.556  0.584  3.350
H  0.018  2.042  -0.118
O  -0.627  1.549  -3.419
C  -0.763  0.544  -2.797
C  -0.547  1.957  2.062
H  0.366  2.540  2.242
C  -1.122  -3.294  -1.427
C  1.394  -1.469  -3.293
O  2.054  -1.546  -4.238
H  -1.069  -1.217  2.053
H  0.176  0.707  3.700
O  2.357  1.671  -1.876